Entry 1:
12
Properties=species:S:1:pos:R:3 method="wB97M-V/def2-TZVPD" charge=0 homo_energy_ha=-0.352 e_above_lowest_kj_mol=218.0
C 1.30494 1.52050 0.54905
C -1.01375 0.14735 -1.03597
C 0.82287 0.24484 0.95180
C 0.06631 -0.67112 -0.49202
N 1.67251 2.55957 0.28788
O -2.16349 0.08678 -0.69441
S -0.64851 -2.26341 0.17093
H -0.50916 0.88262 -1.71387
H -0.09016 0.48993 1.54898
H 1.50672 -0.34844 1.64103
H 0.91575 -0.93158 -1.18484
H -1.86403 -1.71704 -0.02856

***

Entry 2:
12
Properties=species:S:1:pos:R:3 method="wB97M-V/def2-TZVPD" charge=0 homo_energy_ha=-0.329 e_above_lowest_kj_mol=423.4
C -2.79652 -1.10712 -0.07882
C -2.68705 0.24500 -0.09930
C -1.51870 1.15082 0.01978
C 1.39414 -0.78770 0.07209
H -1.95594 -1.72883 0.00492
H -3.89050 -1.43130 -0.38858
H -3.61529 0.69025 -0.01802
H -1.94286 2.16593 0.07310
H 1.14849 -1.83229 0.22171
N -0.23712 1.01763 0.07423
O 0.06213 -0.43611 0.23588
S 2.81673 0.09348 -0.11139

***

Entry 3:
12
Properties=species:S:1:pos:R:3 method="wB97M-V/def2-TZVPD" charge=0 homo_energy_ha=-0.360 e_above_lowest_kj_mol=146.1
C -0.79891 1.47847 -0.82611
C -0.81913 0.13241 -0.27692
C 0.81688 -1.23956 0.87883
C 2.23240 -1.26222 1.05428
H -1.89097 1.68416 -1.11575
H -0.16820 1.62304 -1.71361
H -0.50983 2.17472 -0.02616
H -1.13135 -0.63079 -1.01651
H -1.47823 -0.02532 0.60269
N 3.39017 -1.26363 1.17957
O 0.53146 -0.17800 0.09370
S -0.17428 -2.49328 1.16599

***

Entry 4:
12
Properties=species:S:1:pos:R:3 method="wB97M-V/def2-TZVPD" charge=0 homo_energy_ha="-0.322 / -0.322" e_above_lowest_kj_mol=582.6
C 0.95387 1.30824 0.22463
C 2.24171 1.10582 0.12501
C 0.09529 0.26525 -0.49318
C 0.31695 -1.04541 0.33750
N 2.91593 0.03126 -0.10558
O 4.02712 -0.24639 -0.54284
S 2.00074 -1.67379 0.39931
H 0.66959 2.14356 0.91060
H -0.97839 0.77098 -0.49611
H 0.54890 0.04900 -1.39984
H 0.11228 -0.98039 1.36485
H -0.26056 -1.85828 -0.33631

***

Entry 5:
13
Properties=species:S:1:pos:R:3 method="wB97M-V/def2-TZVPD" charge=0 homo_energy_ha=-0.339 e_above_lowest_kj_mol=133.4
C -0.73625 -1.41563 -1.66616
C -1.78670 -0.44583 0.31975
C 0.35294 0.45938 -0.46374
C 0.52111 1.21385 0.77280
H -0.01977 -2.25488 -1.43711
H -1.73789 -1.85519 -1.76702
H -0.51784 -0.88777 -2.62162
H -1.67164 0.22235 1.17389
H 0.82096 2.23861 0.52276
N -0.68996 -0.40179 -0.56751
O -2.70365 -1.23879 0.12899
S 1.73640 0.42011 -1.44547
S 0.73100 0.60421 2.27634

***

Entry 6:
13
Properties=species:S:1:pos:R:3 method="wB97M-V/def2-TZVPD" charge=0 homo_energy_ha=-0.321 e_above_lowest_kj_mol=122.9
C 1.60127 0.53110 0.04021
C 0.19950 -0.07984 0.16049
C 0.02703 -1.41078 0.45102
C -2.09321 0.83876 -0.11938
H 2.34069 -1.37256 -1.02045
H 0.87071 -2.18431 0.48310
H -0.94590 -1.89613 0.68770
H -0.34025 1.81162 -0.10613
H -2.41989 1.91412 -0.25156
N -0.71452 0.91477 -0.08765
O 1.63001 1.71129 0.24074
S 3.02933 -0.43071 -0.28432
S -3.18478 -0.34732 -0.19376

***

Entry 7:
11
Properties=species:S:1:pos:R:3 method="wB97M-V/def2-TZVPD" charge=0 homo_energy_ha=-0.313 e_above_lowest_kj_mol=713.9
C 0.12379 -1.50466 -0.87909
C 0.19068 -1.22144 0.33315
C -0.22436 -2.36818 -1.85322
C 0.00169 1.72666 1.51618
N 0.21248 1.11819 0.28053
S 1.06316 1.84426 -0.81672
H 0.52932 -2.77359 -2.44828
H -1.31722 -2.64411 -1.72538
H 0.31405 2.79247 1.59743
H -1.17247 1.94672 1.57193
H 0.27887 1.08367 2.42347

***

Entry 8:
11
Properties=species:S:1:pos:R:3 method="wB97M-V/def2-TZVPD" charge=0 homo_energy_ha=-0.289 e_above_lowest_kj_mol=197.8
C -0.91192 0.18764 -0.32553
C 0.41193 0.65525 -0.71234
C -1.50541 -0.64344 0.54771
C 1.66121 0.33077 -0.48708
N 2.80528 -0.06570 -0.48853
S -1.08604 -1.77012 1.84464
H -1.65324 0.68479 -0.94616
H 0.35765 1.50493 -1.39018
H -2.58560 -0.68264 0.49847
H 0.24223 -1.74232 1.72087
H 3.50011 0.25112 0.17618

***

Entry 9:
11
Properties=species:S:1:pos:R:3 method="wB97M-V/def2-TZVPD" charge=0 homo_energy_ha="-0.320 / -0.292" e_above_lowest_kj_mol=604.9
C 1.55898 -0.85814 0.03436
C 0.27291 1.36453 0.07290
C -0.80138 -0.67168 -0.07954
C 0.42195 -0.02604 0.12011
N 3.74754 0.96658 -0.15750
S 3.29618 -0.43826 0.02232
H 1.52134 -1.91218 0.39970
H 1.07591 2.10589 0.04346
H -0.67163 1.64144 -0.10554
H -0.87253 -1.63389 -0.65014
H -1.72564 -0.16716 -0.01945

***

Entry 10:
11
Properties=species:S:1:pos:R:3 method="wB97M-V/def2-TZVPD" charge=0 homo_energy_ha=-0.283 e_above_lowest_kj_mol=239.1
C 0.29166 -0.76390 0.03172
C -0.54873 0.45550 0.05483
C 1.62506 -0.73929 0.12113
C -1.86456 0.27384 -0.03276
N -3.04647 0.22718 0.15280
S 2.93131 0.37992 -0.03776
H -0.08558 -1.75202 -0.08041
H -0.31922 1.43613 -0.24965
H 2.22239 -1.60447 0.37486
H 2.53764 1.64159 0.19595
H -3.74350 0.44551 -0.53070